*P*
Molecular formula: C2H4N2OS
Method: DFT, the ωB97M-V functional and the def2-TZVPD basis

ORCA input file:
```
! RIJCOSX wB97M-V def2-TZVPD def2/J DEFGRID3
* xyz 0 1
H -1.9674 1.3525 0.0852
N -2.0284 0.2517 -0.0717
C -0.7810 -0.1355 -0.1473
N -0.1986 -1.5388 -0.2975
C 0.4932 0.8494 -0.1679
O 0.1819 1.9890 -0.2022
S 2.0909 -0.0957 -0.1447
H 0.3876 -1.5058 0.6590
H -1.0025 -2.0604 -0.0459
H 2.8243 0.8939 0.3329
*
```

Output
- HOMO-LUMO gap (eV) = 10.113
- lowest unoccupied orbital energy (eV) = -0.08
- HOMO energy (eV) = -10.2
- SMILES string = [H]/N=C(/N)C(=O)S

---

*Q*
Molecular formula: C2H4N2OS
Method: DFT, the ωB97M-V functional and the def2-TZVPD basis

ORCA input file:
```
! RIJCOSX wB97M-V def2-TZVPD def2/J DEFGRID3
* xyz 0 1
C 1.0744 0.6822 0.3036
C -0.1301 -1.1745 -0.2124
N 1.1395 -0.5795 0.2769
N -0.0026 1.3442 -0.1565
O -2.2608 0.0592 0.8746
S -1.4740 0.0565 -0.3704
H 2.0292 1.0761 0.6765
H 0.1981 -1.6371 -1.2528
H -0.5196 -2.0468 0.5243
H -0.0541 2.2195 -0.6639
*
```

Output
- HOMO-LUMO gap (eV) = 9.802
- lowest unoccupied orbital energy (eV) = 0.38
- HOMO energy (eV) = -9.4

---

*R*
Molecular formula: C2H4N2OS
Method: DFT, the ωB97M-V functional and the def2-TZVPD basis

ORCA input file:
```
! RIJCOSX wB97M-V def2-TZVPD def2/J DEFGRID3
* xyz 0 1
C -0.5085 -0.6188 1.1444
N -1.5758 -0.6370 0.4395
S -1.6000 0.0587 -1.2015
C 0.2090 0.7300 -1.2122
O 1.0700 -0.1481 -0.5422
N 0.7601 -0.0819 0.8519
H -0.5568 -1.0293 2.1589
H 0.2662 1.7096 -0.7280
H 0.4580 0.6323 -2.2185
H 1.4776 -0.6156 1.3077
*
```

Output
- HOMO-LUMO gap (eV) = 9.344
- lowest unoccupied orbital energy (eV) = 0.80
- HOMO energy (eV) = -8.5
- SMILES string = C1=NSCON1

---

Quick look at relative energies in hartree: *P* 0.0000; *Q* 0.0217; *R* 0.0479.

---

*P*
Molecular formula: C3H4N4
Method: DFT, the ωB97M-V functional and the def2-TZVPD basis

ORCA input file:
```
! RIJCOSX wB97M-V def2-TZVPD def2/J DEFGRID3
* xyz 0 1
N -1.2927 -0.9156 1.2471
C -0.5790 -0.2041 0.2973
C 0.1307 -0.7999 -0.7646
N 1.1335 -0.1339 -1.3006
C 1.2641 1.1410 -0.9131
N 0.3302 1.8225 -0.2629
N -0.5929 1.1207 0.3768
H -0.7639 -1.6517 1.7070
H -1.6777 -0.2733 1.9299
H -0.1416 -1.7748 -1.1763
H 2.1893 1.6691 -1.1407
*
```

Output
- HOMO-LUMO gap (eV) = 9.620
- lowest unoccupied orbital energy (eV) = 0.22
- HOMO energy (eV) = -9.4
- SMILES string = Nc1cncnn1

---

*Q*
Molecular formula: C3H4N4
Method: DFT, the ωB97M-V functional and the def2-TZVPD basis

ORCA input file:
```
! RIJCOSX wB97M-V def2-TZVPD def2/J DEFGRID3
* xyz 0 1
C 1.7598 -0.1504 -0.8989
C 1.3982 0.1419 0.2400
N 1.0149 0.5066 1.3256
N 0.0776 0.2608 2.1969
N -1.0582 -0.0417 1.7946
N -1.3774 -0.3817 0.6099
C -1.8929 -0.0572 -0.4569
H 2.5487 -0.9946 -1.1294
H 1.5752 0.4348 -1.7838
H -1.9159 0.9760 -0.6492
H -2.1301 -0.6947 -1.2488
*
```

Output
- HOMO-LUMO gap (eV) = 9.155
- lowest unoccupied orbital energy (eV) = 0.34
- HOMO energy (eV) = -8.8
- SMILES string = C=C=N/N=N\N=C

---

*R*
Molecular formula: C3H4N4
Method: DFT, the ωB97M-V functional and the def2-TZVPD basis

ORCA input file:
```
! RIJCOSX wB97M-V def2-TZVPD def2/J DEFGRID3
* xyz 0 1
N -1.3922 -1.2102 0.4586
C -0.4136 -0.3616 0.0064
C 1.0529 -0.3768 0.0539
N 1.6117 0.8893 0.3532
C 0.7168 1.6766 -0.0990
N -0.4071 1.0353 -0.6912
N 0.1023 -0.2467 -1.2667
H -1.6955 -1.0378 1.4070
H -2.1516 -1.3593 -0.1915
H 1.6616 -1.2738 0.1828
H 0.7225 2.7556 0.0124
*
```

Output
- HOMO-LUMO gap (eV) = 10.452
- lowest unoccupied orbital energy (eV) = 0.92
- HOMO energy (eV) = -9.5
- SMILES string = N[C@]12[C@@H]3N=CN1N32

---

Quick look at relative energies in hartree: *P* 0.0000; *Q* 0.1915; *R* 0.0886.

---

*P*
Molecular formula: C3H4N4
Method: DFT, the ωB97M-V functional and the def2-TZVPD basis

ORCA input file:
```
! RIJCOSX wB97M-V def2-TZVPD def2/J DEFGRID3
* xyz 0 1
H 2.3875 -1.3089 0.5424
N 2.8186 -0.3307 0.1004
N 2.0267 0.6521 -0.2832
C 0.5716 0.2894 -0.2009
C -0.4370 1.1682 -0.0239
N -1.5345 0.3353 -0.0455
C -1.1475 -0.9930 -0.0348
N 0.1691 -1.0221 -0.3091
H -0.4514 2.2176 0.1107
H -2.4902 0.7680 0.1720
H -1.9128 -1.7759 -0.0282
*
```

Output
- HOMO-LUMO gap (eV) = 9.630
- lowest unoccupied orbital energy (eV) = 0.44
- HOMO energy (eV) = -9.2
- SMILES string = [H]/N=N\c1c[nH]cn1

---

*Q*
Molecular formula: C3H4N4
Method: DFT, the ωB97M-V functional and the def2-TZVPD basis

ORCA input file:
```
! RIJCOSX wB97M-V def2-TZVPD def2/J DEFGRID3
* xyz 0 1
N 2.1585 -0.1017 -0.3408
C 0.9919 -0.3949 0.1337
C 0.1882 0.6719 0.5294
N -0.9875 0.5073 0.9254
C -2.0301 0.0829 1.2125
N -1.9952 -1.3072 -1.2472
N -0.9133 -1.2710 -1.6401
H 2.5491 0.8306 -0.3642
H 2.8160 -0.7916 -0.6320
H 0.5205 1.6974 0.5085
H -2.9891 -0.0842 0.8263
*
```

Output
- HOMO-LUMO gap (eV) = 8.396
- lowest unoccupied orbital energy (eV) = 0.73
- HOMO energy (eV) = -7.7

---

Quick look at relative energies in hartree: *P* 0.0000; *Q* 0.0502.

---

*P*
Molecular formula: C3H4N4
Method: DFT, the ωB97M-V functional and the def2-TZVPD basis

ORCA input file:
```
! RIJCOSX wB97M-V def2-TZVPD def2/J DEFGRID3
* xyz 0 1
H -2.4244 0.9990 0.1853
N -2.5242 0.1294 0.6912
C -1.4167 -0.4288 0.7021
N -0.2507 0.0611 0.0682
C 0.9842 -0.5870 0.0633
C 1.7939 0.1000 -0.8090
N 1.0276 1.1349 -1.2370
N -0.1261 1.1511 -0.7780
H -1.1155 -1.3149 1.3298
H 1.1830 -1.3785 0.7186
H 2.8690 0.1336 -0.9346
*
```

Output
- HOMO-LUMO gap (eV) = 10.703
- lowest unoccupied orbital energy (eV) = 0.44
- HOMO energy (eV) = -10.3
- SMILES string = [H]/N=C\n1ccnn1

---

*Q*
Molecular formula: C3H4N4
Method: DFT, the ωB97M-V functional and the def2-TZVPD basis

ORCA input file:
```
! RIJCOSX wB97M-V def2-TZVPD def2/J DEFGRID3
* xyz 0 1
C -1.7307 0.6733 -0.1071
C -0.1648 -0.5570 -0.0244
C -0.1390 0.6934 -0.0430
H -2.0750 1.1827 0.8255
H -2.2444 1.0742 -0.9601
H -1.7183 -1.2323 1.0203
H 2.7964 -0.1023 0.2635
N -1.5898 -0.8756 0.0264
N 1.0473 -1.1173 -0.1482
N 1.7093 0.0006 0.0004
N 1.0401 1.1665 0.1068
*
```

Output
- HOMO-LUMO gap (eV) = 10.245
- lowest unoccupied orbital energy (eV) = 1.06
- HOMO energy (eV) = -9.2

---

*R*
Molecular formula: C3H4N4
Method: DFT, the ωB97M-V functional and the def2-TZVPD basis

ORCA input file:
```
! RIJCOSX wB97M-V def2-TZVPD def2/J DEFGRID3
* xyz 0 1
H 2.0595 0.8852 -1.7603
N 1.2311 0.9422 -1.1700
C 0.7923 -0.1492 -0.7511
N 1.1113 -1.4832 -1.0709
N 0.4045 -2.2536 -0.4036
N -0.4666 -1.5890 0.4623
C -0.3824 -0.3319 0.2722
C -1.0625 0.7617 0.9631
H -1.9756 0.4257 1.4494
H -1.3049 1.5859 0.2943
H -0.4067 1.2060 1.7146
*
```

Output
- HOMO-LUMO gap (eV) = 8.681
- lowest unoccupied orbital energy (eV) = -1.56
- HOMO energy (eV) = -10.2
- SMILES string = [H]/N=C1\N=NN=C1C

---

Quick look at relative energies in hartree: *P* 0.0000; *Q* 0.1031; *R* 0.0242.

---

*P*
Molecular formula: C24H44ClN8
Method: DFT, the ωB97M-V functional and the def2-TZVPD basis

ORCA input file:
```
! RIJCOSX wB97M-V def2-TZVPD def2/J DEFGRID3
* xyz 3 1
C 2.0810 -3.6232 1.0976
C 2.3452 -2.4334 2.0338
N 1.2301 -2.1443 2.9249
C 0.5988 -3.0823 3.6873
C -0.3218 -2.3878 4.4529
N -0.1719 -1.0540 4.2010
C 0.7339 -0.9222 3.2219
C -0.8870 0.0751 4.7482
H 2.6728 -3.6850 0.1897
H 0.9973 -3.7010 0.9815
H 2.2894 -4.5777 1.5916
H 2.5021 -1.5203 1.4569
H 3.2206 -2.5705 2.6691
H 0.9158 -4.1110 3.6628
H -1.0103 -2.8080 5.1677
H 1.0638 0.0349 2.8506
H -1.9738 -0.0111 4.7389
H -0.6773 0.9484 4.1338
H -0.6265 0.2119 5.7971
C -3.8700 -0.5070 -6.1947
C -2.4141 -0.1536 -6.5429
N -1.7963 0.7623 -5.6089
C -0.5931 1.4045 -5.8126
C -0.2362 1.9715 -4.6264
N -1.2742 1.8097 -3.7519
C -2.2126 1.0537 -4.3491
C -1.4410 2.4798 -2.4963
H -4.4319 0.4194 -6.0690
H -3.8153 -1.0040 -5.2208
H -4.3910 -1.1396 -6.9059
H -2.4570 0.2926 -7.5393
H -1.8319 -1.0603 -6.7124
H -0.1364 1.2400 -6.7754
H 0.5176 2.7106 -4.4053
H -3.1593 0.8060 -3.9002
H -1.4991 3.5552 -2.6668
H -0.5805 2.3136 -1.8452
H -2.3418 2.1218 -2.0043
C 2.0350 2.1449 6.8987
C 2.5633 1.5642 5.5907
N 2.8799 2.5549 4.5748
C 3.9222 3.4438 4.7185
C 4.0181 4.3031 3.6472
N 3.0534 3.8019 2.7695
C 2.4138 2.7550 3.3398
C 2.8579 4.2209 1.3793
H 2.3725 1.6129 7.7895
H 0.9508 2.1785 6.9845
H 2.4487 3.1389 7.0739
H 1.8528 0.8851 5.1073
H 3.3680 0.8267 5.6328
H 4.5396 3.3895 5.6018
H 4.5684 5.1894 3.3835
H 1.5950 2.2777 2.8207
H 3.3114 3.5127 0.6890
H 3.4078 5.1553 1.2791
H 1.8049 4.3608 1.1548
C 0.8072 -1.8315 -3.8004
C 0.2912 -1.6310 -2.3646
N -1.1401 -1.7921 -2.1491
C -1.7690 -1.3686 -1.0244
C -3.0879 -1.6852 -1.1205
N -3.2350 -2.4475 -2.2595
C -2.0364 -2.5500 -2.8547
C -4.5024 -3.0969 -2.6081
H 0.5047 -0.9774 -4.4142
H 0.3178 -2.7051 -4.2298
H 1.8900 -1.8532 -3.8744
H 0.5036 -0.6623 -1.9156
H 0.8134 -2.3859 -1.7729
H -1.2285 -0.8632 -0.2359
H -3.9237 -1.4734 -0.4751
H -1.8727 -3.0349 -3.8027
H -4.7120 -3.7351 -1.7488
H -4.3510 -3.6293 -3.5415
H -5.3456 -2.4086 -2.6189
Cl 1.0945 1.1005 0.1961
*
```

Output
- HOMO-LUMO gap (eV) = 8.692
- lowest unoccupied orbital energy (eV) = -6.66
- HOMO energy (eV) = -15.4

---

*Q*
Molecular formula: C24H44ClN8
Method: DFT, the ωB97M-V functional and the def2-TZVPD basis

ORCA input file:
```
! RIJCOSX wB97M-V def2-TZVPD def2/J DEFGRID3
* xyz 3 1
C 3.0059 16.4129 4.2810
C 4.2041 17.3611 4.1885
N 4.6557 17.5343 2.8109
C 5.5930 18.4977 2.4907
C 5.7479 18.4621 1.1423
N 4.8513 17.5484 0.6493
C 4.2082 16.9976 1.6814
C 4.5921 17.2668 -0.7567
H 2.7892 16.1978 5.3236
H 3.1593 15.4572 3.7753
H 2.1141 16.8782 3.8562
H 5.0437 16.9475 4.7458
H 3.9174 18.3439 4.5555
H 6.0446 19.1156 3.2458
H 6.2970 19.0344 0.4129
H 3.3847 16.3083 1.6355
H 3.8765 17.9842 -1.1569
H 4.0748 16.3088 -0.8022
H 5.4916 17.2253 -1.3601
C 2.1588 14.5638 7.5260
C 1.0631 15.6286 7.4339
N -0.1305 15.1419 6.7349
C -1.2573 14.6428 7.3164
C -2.1680 14.3952 6.3475
N -1.5203 14.6197 5.1615
C -0.3157 15.1405 5.4009
C -2.1929 14.6284 3.8442
H 2.0736 13.9023 6.6568
H 2.0103 13.9154 8.3851
H 3.1671 14.9642 7.4641
H 1.3132 16.5904 6.9878
H 0.7001 15.8211 8.4448
H -1.3707 14.5029 8.3794
H -3.1704 14.0049 6.3508
H 0.4044 15.4940 4.6871
H -2.5314 15.6466 3.6565
H -3.0738 13.9973 3.8921
H -1.4701 14.3176 3.0988
C -5.3919 22.5033 9.2768
C -4.6367 22.4344 7.9516
N -3.8329 21.2069 7.8854
C -2.4678 21.1183 8.1029
C -2.1278 19.8320 7.8144
N -3.2766 19.1448 7.5552
C -4.2999 20.0025 7.5901
C -3.2654 17.6961 7.3723
H -5.9475 23.4355 9.3797
H -4.6677 22.5268 10.0960
H -6.0823 21.6846 9.4700
H -3.9897 23.3052 7.8943
H -5.3488 22.4491 7.1295
H -2.0070 22.0555 8.3619
H -1.1774 19.3225 7.8145
H -5.3119 19.7594 7.3119
H -4.2528 17.3244 7.1157
H -2.8939 17.2223 8.2761
H -2.5830 17.4914 6.5464
C -0.1368 26.2950 4.7076
C -0.8104 24.9406 4.4563
N -0.1146 23.8951 5.2271
C 0.3110 22.6870 4.7338
C 0.8595 21.9776 5.7548
N 0.7102 22.7537 6.8813
C 0.0981 23.8897 6.5424
C 1.3164 22.4617 8.1678
H 0.9512 26.2684 4.6500
H -0.3943 26.6601 5.7034
H -0.4574 27.0395 3.9817
H -0.7365 24.7206 3.3954
H -1.8444 24.9088 4.7903
H 0.3666 22.5510 3.6670
H 1.4257 21.0629 5.8034
H -0.0352 24.7453 7.1841
H 1.0163 21.4587 8.4645
H 1.0994 23.1731 8.9598
H 2.3973 22.5146 8.0232
Cl 0.2059 18.5328 5.3165
*
```

Output
- HOMO-LUMO gap (eV) = 8.920
- lowest unoccupied orbital energy (eV) = -6.19
- HOMO energy (eV) = -15.1

---

Quick look at relative energies in hartree: *P* 0.0383; *Q* 0.0000.

---

*P*
Molecular formula: C4H12N2S
Method: DFT, the ωB97M-V functional and the def2-TZVPD basis

ORCA input file:
```
! RIJCOSX wB97M-V def2-TZVPD def2/J DEFGRID3
* xyz 0 1
C -0.5712 -1.7914 1.2139
N -1.3804 -0.8997 0.3599
C -0.6185 0.2126 -0.2135
C 0.4378 -0.2681 -1.2312
N 1.3800 0.7505 -1.6776
C 0.0041 1.0321 0.9403
S 0.0495 2.8549 0.6422
H 0.1613 -2.3831 0.6556
H -0.0157 -1.1620 1.9064
H -1.1106 -2.5029 1.8350
H -1.7425 -1.5160 -0.3558
H -1.3702 0.8605 -0.6629
H -0.1040 -0.6168 -2.1189
H 0.9500 -1.1274 -0.8019
H 1.4127 1.5991 -1.1466
H 2.3209 0.4077 -1.6538
H -0.7464 0.9395 1.7144
H 0.9961 0.7481 1.2704
H -0.0530 2.8625 -0.6760
*
```

Output
- HOMO-LUMO gap (eV) = 9.982
- lowest unoccupied orbital energy (eV) = 0.95
- HOMO energy (eV) = -9.0
- SMILES string = CN[C@H](CN)CS

---

*Q*
Molecular formula: C4H12N2S
Method: DFT, the ωB97M-V functional and the def2-TZVPD basis

ORCA input file:
```
! RIJCOSX wB97M-V def2-TZVPD def2/J DEFGRID3
* xyz 0 1
N -0.9338 2.2114 -1.1190
C -0.0648 1.2185 -1.8850
C -0.2825 -0.2740 -1.3413
N -0.2669 -0.3186 0.0500
C 0.9306 -0.7680 0.8176
C 0.8001 -1.1945 2.2398
S -0.4978 -2.5347 2.5623
H -0.7060 3.1933 -0.9541
H -1.9521 2.3475 -1.2810
H -0.3457 1.2137 -2.9379
H 0.9250 1.3545 -1.6357
H 0.4017 -0.9648 -1.8737
H -1.2533 -0.7545 -1.6367
H -0.4640 0.6311 0.3329
H 1.7160 0.0437 0.8009
H 1.3528 -1.6564 0.2021
H 1.7315 -1.6088 2.6311
H 0.4122 -0.3492 2.9219
H -1.5029 -1.7903 2.1057
*
```

Output
- HOMO-LUMO gap (eV) = 9.473
- lowest unoccupied orbital energy (eV) = 1.01
- HOMO energy (eV) = -8.5
- SMILES string = NCCNCCS

---

*R*
Molecular formula: C4H12N2S
Method: DFT, the ωB97M-V functional and the def2-TZVPD basis

ORCA input file:
```
! RIJCOSX wB97M-V def2-TZVPD def2/J DEFGRID3
* xyz 0 1
N -1.2247 1.8602 -0.7640
C -0.1935 1.2700 0.0375
C -0.6257 -0.3112 -0.0182
N -1.9561 -0.3977 0.4488
C 0.2788 -1.1584 0.9100
C 1.7138 -1.1081 0.3589
S 2.3347 -1.6641 -1.2771
H -1.0145 1.5178 -1.6852
H -0.9052 2.8233 -0.9212
H 0.8499 1.4236 -0.4506
H -0.0721 1.6811 1.1081
H -0.6805 -0.6710 -1.0437
H -2.7788 -0.2981 -0.2242
H -2.1420 0.3073 1.2270
H 0.0872 -2.1972 0.8609
H 0.1419 -0.8797 1.9630
H 2.4273 -1.5394 1.1013
H 2.0400 -0.0794 0.2129
H 1.7195 -0.5790 -1.8442
*
```

Output
- HOMO-LUMO gap (eV) = 9.434
- lowest unoccupied orbital energy (eV) = 0.74
- HOMO energy (eV) = -8.7
- SMILES string = NC[C@H](N)CCS

---

Quick look at relative energies in hartree: *P* 0.0000; *Q* 0.0270; *R* 0.0249.